Below is a 6-piece molecular cluster, C54H114N6O6 overall in a non-equilibrium geometry, with properties calculated with ωB97M-V with the def2-TZVPD basis set.

```
! RIJCOSX wB97M-V def2-TZVPD def2/J DEFGRID3
* xyz 0 1
C -10.132 7.444 7.752
C -9.314 6.269 7.373
C -9.673 5.073 8.327
C -10.955 4.279 7.963
C -10.762 3.814 6.514
C -10.540 5.022 5.553
N -9.474 5.954 5.914
O -9.182 7.021 5.086
C -10.136 4.373 4.204
C -11.945 5.665 5.357
C -7.818 6.388 7.490
H -11.210 7.356 7.614
H -10.010 8.364 7.180
H -10.006 7.724 8.798
H -8.850 4.366 8.431
H -9.939 5.480 9.302
H -11.726 5.046 8.036
H -10.983 3.489 8.713
H -11.583 3.159 6.224
H -9.856 3.221 6.390
H -10.101 5.054 3.354
H -9.280 3.712 4.343
H -10.845 3.652 3.798
H -11.779 6.279 4.472
H -12.779 5.031 5.057
H -12.374 6.256 6.166
H -7.276 5.455 7.643
H -7.569 7.042 8.326
H -7.402 6.883 6.613
H -9.928 7.601 5.256
C 14.088 3.716 3.514
C 14.800 3.126 2.275
C 14.733 1.552 2.308
C 13.313 0.941 2.053
C 12.971 1.433 0.652
C 12.869 2.987 0.500
N 14.091 3.667 1.084
O 14.124 5.020 0.990
C 12.741 3.250 -0.998
C 11.510 3.506 1.222
C 16.382 3.411 2.232
H 13.193 3.215 3.883
H 13.670 4.717 3.402
H 14.839 3.817 4.297
H 15.570 1.110 1.767
H 14.930 1.086 3.273
H 12.562 1.269 2.772
H 13.471 -0.126 2.213
H 11.937 1.097 0.575
H 13.513 0.918 -0.141
H 11.874 2.759 -1.439
H 12.555 4.276 -1.315
H 13.607 2.887 -1.553
H 11.549 4.595 1.256
H 10.595 3.275 0.675
H 11.362 3.278 2.277
H 16.673 4.405 1.892
H 16.851 2.695 1.557
H 16.830 3.168 3.195
H 15.030 5.187 0.719
C -1.920 7.866 -12.545
C -2.279 7.053 -11.234
C -3.179 5.885 -11.701
C -3.403 4.654 -10.784
C -2.082 4.137 -10.166
C -1.254 5.346 -9.613
N -1.113 6.398 -10.671
O 0.019 7.304 -10.334
C -1.858 5.833 -8.346
C 0.190 4.738 -9.607
C -2.976 8.096 -10.327
H -1.385 8.815 -12.499
H -2.657 7.895 -13.347
H -1.250 7.422 -13.282
H -4.186 6.300 -11.724
H -3.095 5.697 -12.771
H -4.042 3.886 -11.220
H -4.040 5.019 -9.979
H -1.646 3.523 -10.954
H -2.376 3.514 -9.321
H -2.849 6.276 -8.448
H -1.802 5.016 -7.627
H -1.217 6.606 -7.920
H 0.819 4.934 -10.475
H 0.713 5.239 -8.793
H 0.146 3.680 -9.346
H -2.380 8.482 -9.500
H -3.822 7.741 -9.738
H -3.292 9.015 -10.820
H 0.737 7.066 -10.925
C 7.205 -8.962 1.321
C 6.696 -8.784 -0.133
C 7.421 -9.765 -1.115
C 6.813 -10.107 -2.471
C 5.350 -10.328 -2.354
C 4.510 -9.327 -1.494
N 5.216 -9.120 -0.161
O 4.488 -8.377 0.783
C 4.252 -8.078 -2.285
C 3.149 -9.996 -1.270
C 6.956 -7.283 -0.570
H 8.191 -8.521 1.468
H 7.190 -9.988 1.688
H 6.575 -8.420 2.026
H 8.366 -9.374 -1.492
H 7.689 -10.702 -0.627
H 7.426 -10.876 -2.942
H 7.062 -9.238 -3.079
H 5.166 -11.285 -1.866
H 4.951 -10.252 -3.366
H 3.925 -8.346 -3.290
H 3.459 -7.409 -1.953
H 5.105 -7.402 -2.352
H 2.766 -10.474 -2.172
H 3.057 -10.791 -0.530
H 2.369 -9.267 -1.053
H 6.278 -6.628 -0.023
H 6.968 -7.052 -1.635
H 7.899 -6.927 -0.154
H 4.171 -9.049 1.392
C 0.933 0.354 0.518
C 0.698 1.538 -0.588
C -0.294 0.907 -1.666
C -1.730 0.666 -1.082
C -2.292 2.023 -0.655
C -1.377 2.877 0.352
N 0.024 2.751 -0.017
O 0.875 3.729 0.492
C -1.836 4.340 0.315
C -1.588 2.426 1.832
C 1.996 1.867 -1.389
H 1.127 -0.534 -0.085
H 0.131 -0.020 1.155
H 1.808 0.559 1.134
H -0.355 1.646 -2.465
H 0.131 -0.004 -2.087
H -1.703 0.087 -0.158
H -2.388 0.342 -1.888
H -3.152 1.679 -0.080
H -2.527 2.573 -1.566
H -2.808 4.521 0.774
H -1.191 4.883 1.005
H -1.752 4.743 -0.694
H -2.618 2.340 2.178
H -1.236 1.417 2.047
H -1.086 3.071 2.553
H 2.382 1.048 -1.995
H 2.878 2.195 -0.838
H 1.645 2.692 -2.008
H 0.877 3.513 1.427
C -5.999 -9.370 2.523
C -6.199 -8.408 3.798
C -5.027 -7.334 3.690
C -5.374 -6.142 2.835
C -6.787 -5.628 3.239
C -8.011 -6.641 3.361
N -7.560 -7.804 4.069
O -8.623 -8.770 4.324
C -9.080 -6.066 4.222
C -8.378 -7.024 1.959
C -5.879 -9.216 5.087
H -6.501 -10.335 2.592
H -4.975 -9.741 2.558
H -6.396 -8.933 1.607
H -4.968 -6.983 4.720
H -4.100 -7.855 3.452
H -5.419 -6.751 1.931
H -4.554 -5.425 2.785
H -7.052 -5.002 2.386
H -6.667 -4.964 4.095
H -10.011 -6.632 4.197
H -8.890 -5.960 5.290
H -9.416 -5.145 3.748
H -9.117 -7.823 1.994
H -8.761 -6.074 1.584
H -7.566 -7.257 1.269
H -4.978 -9.818 4.964
H -6.615 -9.979 5.341
H -5.793 -8.571 5.962
H -8.876 -8.594 5.234
*
```

- SMILES: CC1(C)CCCC(C)(C)N1O.CC1(C)CCCC(C)(C)N1O.CC1(C)CCCC(C)(C)N1O.CC1(C)CCCC(C)(C)N1O.CC1(C)CCCC(C)(C)N1O.CC1(C)CCCC(C)(C)N1O
- Frontier orbital gap: 8.40 eV
- Molar mass: 943.54 g/mol
- Highest occupied orbital energy: -7.7 eV
- Energy above the lowest of the compared OMol25 structures with the same formula, charge and spin: 9.635 eV
- Calculated total energy: -79057.590 eV